[1]
An isolated molecule of C4H4N2O. Source: OMol25; level of theory: the ωB97M-V functional and the def2-TZVPD basis.

**E_LUMO**: 0.31 eV
**SMILES**: O=c1ccnc[nH]1
**Max |F|**: 0.0191 Eh/bohr
**Kohn-Sham gap**: 9.849 eV

Last column: Mulliken charge in e.
Geometry (Å):
O: -1.722296 1.751508 0.306875  -0.5869
C: -0.907511 0.865987 0.151126  0.3304
C: -1.102697 -0.410427 -0.517464  -0.3739
C: -0.050684 -1.239854 -0.704511  -0.0543
N: 1.265112 -0.922698 -0.423190  -0.5410
C: 1.421721 0.145176 0.275307  -0.0320
N: 0.402664 0.949180 0.692185  -0.0932
H: -2.112235 -0.677929 -0.807278  0.3734
H: -0.189254 -2.233545 -1.116526  0.3855
H: 2.419058 0.485746 0.553089  0.3432
H: 0.516286 1.338050 1.610807  0.2488

Force components x, y, z for each atom (eV/Å):
0.3155 -0.3400 0.2144
-0.0663 -0.1330 0.0878
0.0794 -0.0613 -0.0638
-0.0834 0.0080 -0.1491
-0.0705 0.2010 -0.0522
0.0018 -0.1997 0.0375
-0.1062 -0.3137 -0.0251
0.1384 0.0216 0.0093
-0.0448 0.1052 -0.0935
-0.1192 -0.2628 0.1260
-0.0446 0.9746 -0.0912

[2]
A cluster of 2 separate species, CH5N2O4P in total in a non-equilibrium geometry. Source: OMol25; level of theory: the ωB97M-V functional and the def2-TZVPD basis.

**E_LUMO**: 6.63 eV
**Max |F|**: 0.0769 Eh/bohr
**Kohn-Sham gap**: 6.313 eV
**Charge**: -2

Last column: Mulliken charge in e.
Geometry (Å):
C: -2.232982 1.145745 -1.050679  -0.4325
N: -1.355967 -0.013884 0.716311  -0.5937
N: -2.447781 0.228836 -0.160420  -0.4826
O: 1.327499 -1.906325 0.706779  -0.8283
O: 2.772736 0.145221 1.219053  -0.5999
O: 2.932985 -1.137118 -1.063301  -0.8316
O: 0.899551 0.294702 -0.588968  -0.7230
P: 1.922735 -0.713085 -0.035286  0.7378
H: -1.353548 1.674741 -1.229103  0.2944
H: -2.928790 1.298953 -1.752827  0.3099
H: -1.267918 -0.975421 1.013795  0.3117
H: -0.367068 0.090331 0.283078  0.5543
H: 2.098546 -0.132697 1.941568  0.2836

Force components x, y, z for each atom (eV/Å):
0.8181 -2.0486 2.9158
-0.4753 0.4411 -0.5167
2.1348 0.0783 0.1286
-0.6454 0.4952 0.6536
-2.2893 -1.1131 1.2331
0.8147 0.3600 -0.2636
0.0118 0.0434 0.4970
0.6187 -0.6582 -0.7263
1.9371 0.5608 0.3389
-3.1774 0.4917 -2.3021
-1.0395 -0.3680 0.0352
-0.5735 0.9161 -0.5736
1.8652 0.8013 -1.4199

The lowest max |F| belongs to which entry?
C4H4N2O

Among the records above, which one has the lowest E_LUMO?
C4H4N2O

Please write out number 2 again, unchanged.
A cluster of 2 separate species, CH5N2O4P in total in a non-equilibrium geometry. Source: OMol25; level of theory: the ωB97M-V functional and the def2-TZVPD basis.

**E_LUMO**: 6.63 eV
**Max |F|**: 0.0769 Eh/bohr
**Kohn-Sham gap**: 6.313 eV
**Charge**: -2

Last column: Mulliken charge in e.
Geometry (Å):
C: -2.232982 1.145745 -1.050679  -0.4325
N: -1.355967 -0.013884 0.716311  -0.5937
N: -2.447781 0.228836 -0.160420  -0.4826
O: 1.327499 -1.906325 0.706779  -0.8283
O: 2.772736 0.145221 1.219053  -0.5999
O: 2.932985 -1.137118 -1.063301  -0.8316
O: 0.899551 0.294702 -0.588968  -0.7230
P: 1.922735 -0.713085 -0.035286  0.7378
H: -1.353548 1.674741 -1.229103  0.2944
H: -2.928790 1.298953 -1.752827  0.3099
H: -1.267918 -0.975421 1.013795  0.3117
H: -0.367068 0.090331 0.283078  0.5543
H: 2.098546 -0.132697 1.941568  0.2836

Force components x, y, z for each atom (eV/Å):
0.8181 -2.0486 2.9158
-0.4753 0.4411 -0.5167
2.1348 0.0783 0.1286
-0.6454 0.4952 0.6536
-2.2893 -1.1131 1.2331
0.8147 0.3600 -0.2636
0.0118 0.0434 0.4970
0.6187 -0.6582 -0.7263
1.9371 0.5608 0.3389
-3.1774 0.4917 -2.3021
-1.0395 -0.3680 0.0352
-0.5735 0.9161 -0.5736
1.8652 0.8013 -1.4199